# 1
5
Properties=species:S:1:pos:R:3:forces:R:3:nbo_charge:R:1 method="wB97M-V/def2-TZVPD" relative_energy_kj_mol=721.3 total_charge=0 lumo_energy_ev="-3.762 / -3.793"
C 1.430 -0.420 -0.143 -1.6099 -0.3745 -0.6024 -0.36
C 0.304 -0.031 -0.238 -5.9718 -0.1210 -0.2382 0.18
O -2.102 -0.142 -0.128 4.2531 1.2887 0.1690 -0.50
H 2.302 -0.178 0.264 3.7533 0.2376 1.0812 0.23
H -1.935 0.771 0.245 -0.4247 -1.0308 -0.4096 0.46

# 2
6
Properties=species:S:1:pos:R:3:forces:R:3:nbo_charge:R:1 method="wB97M-V/def2-TZVPD" relative_energy_kj_mol=194.0 total_charge=0 lumo_energy_ev=0.182
C -0.802 -0.436 0.137 0.0544 0.8796 0.3115 0.82
C 0.558 0.050 0.049 -1.4913 1.4293 -3.8696 -0.15
O -1.925 -0.525 0.009 -0.3624 -0.4779 0.1818 -0.36
O 0.028 1.299 0.075 -0.6189 -0.2812 -0.0179 -0.70
H 1.288 -0.093 0.731 2.1666 -1.5375 2.4821 0.21
H 0.853 -0.294 -1.001 0.2516 -0.0121 0.9121 0.19

# 3
6
Properties=species:S:1:pos:R:3:forces:R:3:nbo_charge:R:1 method="wB97M-V/def2-TZVPD" relative_energy_kj_mol=45.2 total_charge=0 smiles="O=CC=O" lumo_energy_ev=-0.647
O 0.279 -1.173 1.127 1.2186 -2.5934 1.6367 -0.46
C -0.292 -0.323 0.582 -3.8996 4.4044 0.0222 0.36
C 0.312 0.316 -0.647 -0.3966 -1.7700 1.3063 0.34
O -0.188 1.193 -1.247 -0.2852 1.3971 -1.0936 -0.44
H -1.305 0.270 0.969 1.8740 -1.5981 -0.6155 0.09
H 1.194 -0.282 -0.783 1.4889 0.1600 -1.2560 0.11

# 4
7
Properties=species:S:1:pos:R:3:forces:R:3:nbo_charge:R:1 method="wB97M-V/def2-TZVPD" relative_energy_kj_mol=48.3 total_charge=0 smiles="O=CC(=O)S" lumo_energy_ev=-0.407
O 2.155 0.794 -0.103 0.1068 -0.1492 0.0209 -0.44
C 0.980 0.928 -0.260 0.0393 -0.0345 0.3911 0.34
C -0.039 -0.054 0.358 -0.1472 0.0456 0.8131 0.30
O 0.003 -0.439 1.496 0.6675 0.2223 -0.2839 -0.50
S -1.361 -0.522 -0.691 -0.2469 -0.1526 -0.7294 0.00
H 0.572 1.791 -0.808 -0.2628 -0.0012 -0.2034 0.13
H -1.697 -1.521 0.136 -0.1567 0.0696 -0.0084 0.16

# 5
7
Properties=species:S:1:pos:R:3:forces:R:3:nbo_charge:R:1 method="wB97M-V/def2-TZVPD" relative_energy_kj_mol=151.9 total_charge=0 lumo_energy_ev="-1.356 / -1.355"
C -0.425 -0.959 0.001 0.6060 -0.6140 0.0303 0.35
C -0.900 0.402 -0.027 -1.6923 1.0396 -0.0368 -0.66
O -1.145 -1.925 -0.030 0.3864 -0.3409 0.0007 -0.47
O -3.278 -0.485 0.039 -1.1141 0.0522 0.0108 -0.82
S -2.518 0.746 -0.014 1.9098 -0.3079 0.0094 1.25
H 0.682 -1.055 0.055 -0.1616 -0.0807 -0.0138 0.12
H -0.213 1.230 -0.053 0.0657 0.2517 -0.0007 0.24

# 6
8
Properties=species:S:1:pos:R:3:forces:R:3:nbo_charge:R:1 method="wB97M-V/def2-TZVPD" relative_energy_kj_mol=168.1 total_charge=0 smiles="O=C(S)C(O)=S" lumo_energy_ev=-0.449
O 0.531 -1.580 0.586 -1.8275 2.2115 -1.3318 -0.53
C 0.235 -0.555 -0.025 1.5689 -1.4998 1.6313 0.38
S 1.738 0.246 -0.850 -0.8186 -1.5589 1.0758 -0.10
C -1.175 0.191 -0.038 3.8229 -2.2929 -0.6645 0.09
O -1.113 1.396 0.371 2.6096 4.1107 3.9029 -0.63
S -2.338 -0.508 -0.817 -1.7613 -0.7687 -0.7183 0.08
H 2.394 -0.874 -0.292 -0.3721 1.4629 -0.8244 0.19
H -0.271 1.685 1.066 -3.2219 -1.6649 -3.0710 0.52

# 7
8
Properties=species:S:1:pos:R:3:forces:R:3:nbo_charge:R:1 method="wB97M-V/def2-TZVPD" relative_energy_kj_mol=83.2 total_charge=0 smiles="O=C(S)C(O)=S" lumo_energy_ev=-1.307
O 1.203 1.275 0.111 -0.4046 -1.5088 0.2927 -0.58
C 0.779 0.099 0.111 0.5738 4.2372 -1.4930 0.21
S 1.707 -1.263 -0.072 -0.8589 -1.7777 0.8274 0.10
C -0.743 0.049 -0.063 -0.8445 -2.4329 1.3942 0.20
O -1.275 1.211 -0.089 0.9883 2.1018 -1.1028 -0.60
S -1.569 -1.409 0.040 0.6636 1.4855 -0.1937 -0.02
H 0.386 -1.867 0.205 1.2320 -0.3394 -0.5589 0.18
H -0.487 1.904 -0.243 -1.3498 -1.7657 0.8341 0.52

# 8
7
Properties=species:S:1:pos:R:3:forces:R:3:nbo_charge:R:1 method="wB97M-V/def2-TZVPD" relative_energy_kj_mol=47.5 total_charge=0 smiles="O=CC(=O)O" lumo_energy_ev=-1.165
O 1.658 0.103 -0.088 -2.9219 -2.4577 -0.0739 -0.49
C 0.634 -0.622 -0.033 3.6218 2.4224 1.2090 0.32
C -0.703 0.013 0.018 -2.1452 -0.1925 -1.5761 0.64
O -1.665 -0.710 -0.090 0.2444 0.4345 0.5010 -0.52
O -0.753 1.344 -0.050 2.6019 -0.2356 0.8917 -0.63
H 0.591 -1.699 0.154 0.4674 -0.1269 -0.4678 0.17
H 0.239 1.571 0.088 -1.8685 0.1558 -0.4838 0.50